Record 1
# C2H6O5

A molecular structure, C2H6O5 (the ωB97M-V functional and the def2-TZVPD basis, OMol25).

Positions of all 13 atoms, in Å:
O: -0.80 0.94 -1.52
O: 0.74 2.05 0.82
O: 0.42 0.18 -1.42
O: 0.70 0.66 1.19
O: 1.54 -1.09 -0.03
C: -0.88 -1.40 -0.06
C: 0.39 -0.71 -0.40
H: 0.37 2.46 1.61
H: -1.70 -0.70 0.02
H: 1.61 -0.08 0.77
H: -0.51 1.74 -1.04
H: -1.11 -2.11 -0.86
H: -0.76 -1.93 0.88

Electronic energy, eV: -12402.017
HOMO, Eh: -0.36658
Orbital gap, eV: 10.56
Total charge: 0
Relative energy (zero: lowest compared OMol25 entry of this formula, charge and spin), kJ/mol: 625.1
Max |F|, hartree/bohr: 0.044

Atom charges from the natural (NBO) analysis, given in e for atoms 1 to 5: atom 1 (O): -0.425, atom 2 (O): -0.491, atom 3 (O): -0.251, atom 4 (O): -0.530, atom 5 (O): -0.686

---

Record 2
# C2H6O5P2

2 unconnected molecules or ions with the total composition C2H6O5P2 (the ωB97M-V functional and the def2-TZVPD basis, OMol25).

Positions of all 15 atoms, in Å:
P: -0.65 0.05 -0.48
P: -0.09 1.75 2.22
O: -1.41 -0.73 1.89
O: -0.03 -1.87 -3.46
O: -1.36 2.47 2.57
O: 0.22 0.76 3.59
O: -0.92 -1.29 -1.13
C: -0.73 0.12 1.29
C: 1.20 0.44 -0.87
H: 1.17 0.36 -1.91
H: -0.16 -0.09 3.32
H: 1.89 -0.37 -0.45
H: 1.44 1.41 -0.51
H: -0.20 -0.95 -3.58
H: -0.36 -2.08 -2.49

Electronic energy, eV: -30986.723
HOMO, Eh: 0.02782
Orbital gap, eV: 5.54
Total charge: -2
Relative energy (zero: lowest compared OMol25 entry of this formula, charge and spin), kJ/mol: 110.3
Max |F|, hartree/bohr: 0.065

Atom charges from the natural (NBO) analysis, given in e for atoms 1 to 5: atom 1 (P): 1.103, atom 2 (P): 1.171, atom 3 (O): -0.685, atom 4 (O): -1.034, atom 5 (O): -1.208

---

Record 3
# C2H6OS

2 unconnected molecules or ions with the total composition C2H6OS (the ωB97M-V functional and the def2-TZVPD basis, OMol25).

Positions of all 10 atoms, in Å:
S: -3.33 1.99 -1.31
O: 5.59 -1.48 2.24
C: 5.22 -2.67 2.26
C: -3.19 0.12 -1.39
H: 5.60 -3.62 1.87
H: -3.80 2.00 -2.58
H: -2.59 -0.02 -2.15
H: -2.82 -0.24 -0.37
H: -4.28 -0.25 -1.62
H: 4.28 -2.64 2.68

Electronic energy, eV: -15051.739
HOMO, Eh: -0.33298
Orbital gap, eV: 9.65
Total charge: 0
SMILES string: C=O.CS
Relative energy (zero: lowest compared OMol25 entry of this formula, charge and spin), kJ/mol: 163.3
Max |F|, hartree/bohr: 0.131

Atom charges from the natural (NBO) analysis, given in e for atoms 1 to 5: atom 1 (S): -0.078, atom 2 (O): -0.495, atom 3 (C): 0.245, atom 4 (C): -0.674, atom 5 (H): 0.134

---

Record 4
# C2H6OS

2 unconnected molecules or ions with the total composition C2H6OS (the ωB97M-V functional and the def2-TZVPD basis, OMol25).

Positions of all 10 atoms, in Å:
S: 2.23 2.35 1.63
O: -1.56 -0.03 -1.69
C: -0.86 -1.04 -1.11
C: -0.55 -0.94 0.23
H: 0.33 -1.52 0.73
H: -0.44 -1.77 -1.78
H: 2.80 1.14 1.97
H: -2.45 0.07 -1.22
H: -0.97 -0.11 0.65
H: 1.47 1.86 0.59

Electronic energy, eV: -15052.204
HOMO, Eh: -0.34222
Orbital gap, eV: 10.10
Total charge: 0
SMILES string: C=CO.S
Relative energy (zero: lowest compared OMol25 entry of this formula, charge and spin), kJ/mol: 118.5
Max |F|, hartree/bohr: 0.101

Atom charges from the natural (NBO) analysis, given in e for atoms 1 to 5: atom 1 (S): -0.310, atom 2 (O): -0.710, atom 3 (C): 0.144, atom 4 (C): -0.504, atom 5 (H): 0.218

---

Record 5
# C2H6OS

2 unconnected molecules or ions with the total composition C2H6OS (the ωB97M-V functional and the def2-TZVPD basis, OMol25).

Positions of all 10 atoms, in Å:
S: -2.33 -2.29 -0.44
O: 2.24 3.86 -0.07
C: -1.13 -2.08 0.89
C: 2.30 3.25 -1.11
H: -0.42 -2.72 0.45
H: -3.41 -2.52 0.44
H: 2.36 2.22 -0.96
H: -1.55 -2.35 1.90
H: -0.58 -1.03 1.08
H: 2.52 3.66 -2.19

Electronic energy, eV: -15051.925
HOMO, Eh: -0.33142
Orbital gap, eV: 9.68
Total charge: 0
SMILES string: C=O.CS
Relative energy (zero: lowest compared OMol25 entry of this formula, charge and spin), kJ/mol: 145.4
Max |F|, hartree/bohr: 0.054

Atom charges from the natural (NBO) analysis, given in e for atoms 1 to 5: atom 1 (S): -0.045, atom 2 (O): -0.491, atom 3 (C): -0.754, atom 4 (C): 0.268, atom 5 (H): 0.217

---

Record 6
# C2H6OS

2 unconnected molecules or ions with the total composition C2H6OS (the ωB97M-V functional and the def2-TZVPD basis, OMol25).

Positions of all 10 atoms, in Å:
S: 2.07 -1.05 -0.51
O: -2.33 0.94 0.36
C: -3.26 1.43 -0.23
C: 1.29 -0.11 0.80
H: 1.62 -2.28 -0.16
H: 0.23 -0.07 0.52
H: -4.28 1.43 0.16
H: -2.96 1.69 -1.26
H: 1.64 0.92 0.73
H: 1.49 -0.59 1.76

Electronic energy, eV: -15043.581
HOMO (alpha / beta), Eh: -0.48561 / -0.48532
Orbital gap (alpha / beta), eV: 8.97 / 3.91
Total charge: +1
Relative energy (zero: lowest compared OMol25 entry of this formula, charge and spin), kJ/mol: 60.1
Max |F|, hartree/bohr: 0.047
Multiplicity: 2

Atom charges from the natural (NBO) analysis, given in e for atoms 1 to 5: atom 1 (S): 0.738, atom 2 (O): -0.552, atom 3 (C): 0.280, atom 4 (C): -0.811, atom 5 (H): 0.160

---

Record 7
# C2H6OS2

2 unconnected molecules or ions with the total composition C2H6OS2 (the ωB97M-V functional and the def2-TZVPD basis, OMol25).

Positions of all 11 atoms, in Å:
S: -2.97 0.64 -0.30
S: 1.05 0.69 0.49
O: 0.40 1.96 -0.28
C: -2.23 0.34 1.08
C: 2.51 0.44 -0.48
H: 3.40 1.03 -0.23
H: -1.85 -0.73 1.30
H: -1.79 1.03 1.75
H: 2.24 0.63 -1.62
H: 3.02 -0.59 -0.38
H: -0.01 1.72 -1.21

Electronic energy, eV: -25886.724
HOMO, Eh: -0.32067
Orbital gap, eV: 8.30
Total charge: 0
SMILES string: C=S.CSO
Relative energy (zero: lowest compared OMol25 entry of this formula, charge and spin), kJ/mol: 190.4
Max |F|, hartree/bohr: 0.062

Atom charges from the natural (NBO) analysis, given in e for atoms 1 to 5: atom 1 (S): 0.076, atom 2 (S): 0.528, atom 3 (O): -0.861, atom 4 (C): -0.465, atom 5 (C): -0.828

---

Record 8
# C2H6OS2

2 unconnected molecules or ions with the total composition C2H6OS2 (the ωB97M-V functional and the def2-TZVPD basis, OMol25).

Positions of all 11 atoms, in Å:
S: -2.07 0.33 1.45
S: -2.99 -0.05 -0.40
O: 2.26 1.18 -0.16
C: 0.99 -0.93 -0.96
C: 1.34 0.10 0.00
H: 1.27 -0.86 -2.03
H: -3.30 0.89 1.90
H: 2.69 1.47 0.61
H: 0.67 -1.91 -0.65
H: -1.69 -0.10 -0.81
H: 0.83 -0.12 1.05

Electronic energy, eV: -25886.677
HOMO, Eh: -0.31108
Orbital gap, eV: 8.71
Total charge: 0
SMILES string: C=CO.SS
Relative energy (zero: lowest compared OMol25 entry of this formula, charge and spin), kJ/mol: 194.9
Max |F|, hartree/bohr: 0.097

Atom charges from the natural (NBO) analysis, given in e for atoms 1 to 5: atom 1 (S): -0.169, atom 2 (S): -0.145, atom 3 (O): -0.702, atom 4 (C): -0.533, atom 5 (C): 0.148

---

Question: Which of these has the highest max |F|?
Answer: number 3

---

Question: Look up the total charge of the sixth one.
Answer: +1

---

Copy entry 2 word for word.
# C2H6O5P2

2 unconnected molecules or ions with the total composition C2H6O5P2 (the ωB97M-V functional and the def2-TZVPD basis, OMol25).

Positions of all 15 atoms, in Å:
P: -0.65 0.05 -0.48
P: -0.09 1.75 2.22
O: -1.41 -0.73 1.89
O: -0.03 -1.87 -3.46
O: -1.36 2.47 2.57
O: 0.22 0.76 3.59
O: -0.92 -1.29 -1.13
C: -0.73 0.12 1.29
C: 1.20 0.44 -0.87
H: 1.17 0.36 -1.91
H: -0.16 -0.09 3.32
H: 1.89 -0.37 -0.45
H: 1.44 1.41 -0.51
H: -0.20 -0.95 -3.58
H: -0.36 -2.08 -2.49

Electronic energy, eV: -30986.723
HOMO, Eh: 0.02782
Orbital gap, eV: 5.54
Total charge: -2
Relative energy (zero: lowest compared OMol25 entry of this formula, charge and spin), kJ/mol: 110.3
Max |F|, hartree/bohr: 0.065

Atom charges from the natural (NBO) analysis, given in e for atoms 1 to 5: atom 1 (P): 1.103, atom 2 (P): 1.171, atom 3 (O): -0.685, atom 4 (O): -1.034, atom 5 (O): -1.208

---

Copy entry 1 word for word.
# C2H6O5

A molecular structure, C2H6O5 (the ωB97M-V functional and the def2-TZVPD basis, OMol25).

Positions of all 13 atoms, in Å:
O: -0.80 0.94 -1.52
O: 0.74 2.05 0.82
O: 0.42 0.18 -1.42
O: 0.70 0.66 1.19
O: 1.54 -1.09 -0.03
C: -0.88 -1.40 -0.06
C: 0.39 -0.71 -0.40
H: 0.37 2.46 1.61
H: -1.70 -0.70 0.02
H: 1.61 -0.08 0.77
H: -0.51 1.74 -1.04
H: -1.11 -2.11 -0.86
H: -0.76 -1.93 0.88

Electronic energy, eV: -12402.017
HOMO, Eh: -0.36658
Orbital gap, eV: 10.56
Total charge: 0
Relative energy (zero: lowest compared OMol25 entry of this formula, charge and spin), kJ/mol: 625.1
Max |F|, hartree/bohr: 0.044

Atom charges from the natural (NBO) analysis, given in e for atoms 1 to 5: atom 1 (O): -0.425, atom 2 (O): -0.491, atom 3 (O): -0.251, atom 4 (O): -0.530, atom 5 (O): -0.686